Below is C47H48N5OP2PdSi as an isolated structure, with properties calculated with ωB97M-V/def2-TZVPD.

Properties
Total energy: -88951.4378 eV
Spin multiplicity: 1
Energy above the lowest of the compared OMol25 structures with the same formula, charge and spin: 0.00 kJ/mol
Charge: +1
LUMO energy: -2.0 eV

Element x y z (Å)
Pd  1.31386  -0.28700  0.09982
C  0.00071  -2.12849  -2.43239
Si  -0.18505  -0.44520  -1.61998
C  0.23306  0.84778  -2.92958
C  -0.57551  1.20646  -4.01049
C  -0.14370  2.13344  -4.94729
C  1.11404  2.71502  -4.83159
C  1.94031  2.35860  -3.77957
C  1.49998  1.42854  -2.83870
P  2.55006  0.91318  -1.44975
C  3.20671  2.50014  -0.82738
C  4.53830  2.71784  -0.48520
C  4.93802  3.94597  0.02599
C  4.01547  4.96776  0.19288
C  2.68836  4.76000  -0.15940
C  2.28376  3.53347  -0.65955
C  3.95605  0.02458  -2.18894
C  4.97458  -0.45323  -1.35944
C  6.02059  -1.19611  -1.88297
C  6.05358  -1.48798  -3.24067
C  5.03686  -1.03620  -4.06737
C  3.99215  -0.28363  -3.54668
C  -1.93709  -0.33849  -0.92457
C  -3.09546  -0.01794  -1.63112
C  -4.34305  -0.08740  -1.02611
C  -4.45712  -0.50124  0.29454
C  -3.31795  -0.82998  1.01240
C  -2.06599  -0.73219  0.41084
P  -0.51492  -1.10269  1.27925
C  -0.62787  -0.29587  2.90923
C  0.22307  -0.74022  3.92262
C  0.24203  -0.10478  5.15428
C  -0.59056  0.98247  5.38835
C  -1.44148  1.42609  4.38607
C  -1.45739  0.79480  3.15011
C  -0.55214  -2.86880  1.70365
C  -1.43318  -3.37798  2.65857
C  -1.45199  -4.73460  2.93263
C  -0.58754  -5.59349  2.26317
C  0.29571  -5.09496  1.31931
C  0.31200  -3.73405  1.04113
H  -0.60676  -2.20129  -3.33896
H  -0.30602  -2.93119  -1.75941
H  1.04509  -2.28646  -2.71535
H  -1.55320  0.75717  -4.13576
H  -0.78878  2.40466  -5.77324
H  1.44749  3.44107  -5.56134
H  2.92325  2.80622  -3.68381
H  5.28214  1.94822  -0.63442
H  5.97744  4.10552  0.28157
H  4.33242  5.92658  0.58249
H  1.96454  5.55767  -0.04924
H  1.24567  3.37456  -0.92240
H  4.94946  -0.24304  -0.29768
H  6.81077  -1.54641  -1.23092
H  6.87035  -2.06710  -3.65109
H  5.05518  -1.26744  -5.12428
H  3.20379  0.05864  -4.20377
H  -3.03478  0.29634  -2.66549
H  -5.23031  0.17493  -1.58816
H  -5.43005  -0.56665  0.76382
H  -3.40883  -1.14384  2.04558
H  0.86560  -1.59604  3.75021
H  0.90004  -0.46270  5.93580
H  -0.58414  1.47386  6.35269
H  -2.10391  2.26368  4.56851
H  -2.11714  1.15199  2.37038
H  -2.09345  -2.71159  3.20002
H  -2.13808  -5.12698  3.67170
H  -0.60378  -6.65270  2.48406
H  0.97124  -5.76233  0.80028
H  0.99444  -3.33278  0.30090
C  1.59132  2.56378  2.43545
N  0.45980  3.41991  2.15699
C  0.25199  4.51478  3.08795
C  -0.68620  5.54303  2.49501
C  -1.95007  4.85232  2.03076
N  -1.62647  3.74432  1.14950
C  -2.70900  3.25050  0.31881
C  -0.47583  3.01069  1.25191
O  -0.28751  2.02137  0.53390
H  2.52327  3.13093  2.36194
H  1.60492  1.75223  1.70820
H  1.50043  2.14896  3.44670
H  1.22591  4.96146  3.29964
H  -0.14442  4.13409  4.03875
H  -0.20595  6.03521  1.64676
H  -0.92390  6.30589  3.23605
H  -2.58257  5.54839  1.47652
H  -2.53574  4.50123  2.89108
H  -3.02879  4.02281  -0.38407
H  -3.56961  2.97252  0.93647
H  -2.37102  2.37963  -0.23330
N  5.00404  -3.83213  1.47113
C  4.45533  -2.66790  1.89699
C  3.47814  -1.99559  1.14301
N  2.95071  -0.85477  1.56059
C  3.36919  -0.36066  2.73065
C  4.32537  -1.03817  3.46627
N  4.87013  -2.17881  3.06428
H  4.81137  -4.20297  0.56016
H  5.72975  -4.24651  2.02827
H  3.14456  -2.38197  0.18683
H  2.93548  0.56550  3.07008
H  4.66714  -0.64363  4.41588

Results of the Mulliken charge analysis, in e, for atoms 1 through 6:
1 Pd -0.285
2 C -1.587
3 Si 2.498
4 C 1.041
5 C -0.770
6 C -0.849

***

Below is C47H48N7O7S3Sr as an isolated structure, with properties calculated with ωB97M-V/def2-TZVPD.

Properties
Total energy: -107622.3427 eV
Spin multiplicity: 1
Energy above the lowest of the compared OMol25 structures with the same formula, charge and spin: 0.00 kJ/mol
Charge: +1
LUMO energy: -2.8 eV

Element x y z (Å)
Sr  0.65233  1.06374  0.21176
C  -0.52113  -1.76187  6.97149
O  -1.57116  -1.16812  6.21824
C  -2.83104  -1.59825  6.45437
C  -3.19164  -2.52120  7.42730
C  -4.52390  -2.89197  7.56689
C  -5.50749  -2.35649  6.75343
C  -5.15107  -1.43660  5.77672
C  -3.82860  -1.06686  5.62661
N  -3.45671  -0.11116  4.62725
C  -2.74286  -0.32697  3.53679
C  -2.26615  -1.50344  2.96896
C  -2.54929  -2.83120  3.42405
C  -2.05237  -3.91473  2.77822
C  -1.23353  -3.73062  1.62985
C  -0.93693  -2.49381  1.15285
C  -1.43153  -1.30766  1.79656
O  -1.13825  -0.15939  1.35323
H  -0.50020  -2.84358  6.82604
H  -0.62089  -1.53248  8.03424
H  0.39885  -1.32511  6.59464
H  -2.44807  -2.94663  8.08414
H  -4.78838  -3.60980  8.33192
H  -6.54040  -2.65119  6.87069
H  -5.89699  -1.01063  5.11797
H  -3.69012  0.85008  4.82474
H  -2.49156  0.57207  2.98289
H  -3.18771  -2.97701  4.28290
H  -2.28151  -4.91299  3.12326
H  -0.83919  -4.60264  1.12091
H  -0.31146  -2.35925  0.27849
O  2.45589  2.41828  1.43154
S  3.09912  3.01996  0.26021
O  2.69323  4.36580  -0.02852
N  2.80487  2.00622  -0.97055
C  3.92567  1.50939  -1.51684
S  3.96085  0.47590  -2.80408
C  5.15198  2.00403  -0.81048
C  6.47310  1.71657  -1.09938
C  7.46139  2.27634  -0.29850
C  7.13501  3.11067  0.76539
C  5.80847  3.40962  1.05488
C  4.84518  2.83693  0.25153
H  6.71470  1.07172  -1.93374
H  8.50088  2.06247  -0.50779
H  7.91961  3.53878  1.37440
H  5.54685  4.06877  1.87145
O  3.85055  -3.18867  -4.08311
C  4.87479  -3.27474  -3.11272
N  4.46773  -2.78994  -1.81991
C  3.86335  -3.58936  -0.90402
O  3.80322  -4.79992  -0.98468
C  3.25561  -2.87682  0.27263
C  3.23568  -3.50031  1.51266
C  2.65165  -2.84498  2.58118
C  2.07254  -1.60549  2.36423
N  2.04872  -1.01330  1.17130
C  2.64227  -1.63876  0.15130
H  3.73388  -2.26238  -4.32666
H  5.74934  -2.70106  -3.42328
H  5.12740  -4.32682  -3.02303
H  4.48820  -1.79022  -1.67599
H  3.67564  -4.48395  1.61361
H  2.62898  -3.28768  3.56712
H  1.58901  -1.07151  3.17496
H  2.59386  -1.13707  -0.81352
C  0.44494  5.89264  -2.96226
C  0.94688  4.51742  -3.35528
N  0.41760  3.52821  -2.43221
C  -0.71671  3.70092  -1.69677
N  -0.97538  2.82830  -0.75408
C  -2.21011  3.03899  -0.00469
C  -3.32266  3.55530  -0.90248
C  -2.87222  4.86790  -1.50971
N  -1.50822  4.75887  -2.00945
C  -1.06683  5.84272  -2.87924
H  0.74733  6.63981  -3.69543
H  0.86602  6.16796  -1.99296
H  2.03405  4.46605  -3.31309
H  0.64155  4.28447  -4.38049
H  1.08181  2.89325  -2.01612
H  -2.05014  3.75552  0.81356
H  -2.49708  2.08727  0.45009
H  -4.25089  3.70228  -0.34948
H  -3.51103  2.82026  -1.68756
H  -2.92346  5.67172  -0.76689
H  -3.51715  5.15711  -2.34445
H  -1.45791  6.77438  -2.46303
H  -1.50333  5.72275  -3.87812
O  0.06073  -0.25918  -1.80191
S  -0.75640  0.17000  -3.00366
C  -0.46064  -1.11682  -4.21653
C  -1.15840  -1.09152  -5.41699
C  -0.90727  -2.07518  -6.35721
C  0.03227  -3.06513  -6.09567
C  0.72897  -3.07288  -4.89756
C  0.48985  -2.08564  -3.94694
C  -2.44768  -0.22897  -2.60635
C  -3.45811  0.52613  -3.17870
C  -4.77920  0.22021  -2.87549
C  -5.06451  -0.81141  -1.99460
C  -4.03737  -1.54863  -1.41391
C  -2.71890  -1.26307  -1.72286
H  -1.89735  -0.32362  -5.61292
H  -1.44571  -2.07225  -7.29550
H  0.22121  -3.83403  -6.83303
H  1.46731  -3.83651  -4.69118
H  1.02833  -2.07036  -3.00858
H  -3.21654  1.34402  -3.84790
H  -5.58275  0.79367  -3.31841
H  -6.09437  -1.04360  -1.75696
H  -4.26632  -2.35017  -0.72348
H  -1.90449  -1.82183  -1.28253

Results of the Mulliken charge analysis, in e, for atoms 1 through 6:
1 Sr 1.930
2 C -0.981
3 O -0.355
4 C 0.971
5 C -0.648
6 C -0.713

***

Below is C47H49Cl3Ge2InN4S4SbSi as an isolated structure, with properties calculated with ωB97M-V/def2-TZVPD.

Properties
Total energy: -269029.3626 eV
Spin multiplicity: 1
LUMO energy: -1.4 eV

Element x y z (Å)
In  -1.37905  -0.40053  0.66090
S  -2.58938  1.38045  1.91957
C  -1.36456  2.62802  1.87034
C  -1.74248  3.87822  2.36678
C  -0.85834  4.94273  2.44442
C  -1.31355  6.20295  2.93790
N  -1.70972  7.21204  3.32031
C  0.46881  4.75741  2.02447
C  0.84520  3.52692  1.51006
C  -0.04463  2.45872  1.40522
S  0.63003  1.00440  0.68200
C  1.42295  5.81596  2.10388
N  2.20951  6.65265  2.15937
H  -2.75998  4.00747  2.71053
H  1.86563  3.38709  1.17544
C  3.53097  -0.86239  4.33362
C  3.00031  -0.12322  3.10515
Ge  2.81494  -1.31853  1.51940
C  1.44662  -2.66918  2.11692
C  1.98096  -4.10105  2.14363
C  4.55379  -2.13374  1.00377
C  4.90357  -1.61365  -0.18438
Ge  3.41962  -0.33620  -0.68233
C  3.92044  1.59137  -0.51810
C  5.23228  2.00797  -1.18415
C  2.37121  -0.53854  -2.38494
C  2.94248  0.20487  -3.59002
C  6.12690  -1.88391  -0.95477
C  6.27905  -1.31093  -2.21937
C  7.40615  -1.54129  -2.99087
C  8.41705  -2.35589  -2.50420
C  8.28704  -2.93262  -1.24741
C  7.15716  -2.70237  -0.48081
H  3.52237  -0.21545  5.21267
H  4.55625  -1.19928  4.16957
H  2.92067  -1.73915  4.56291
H  3.66208  0.70806  2.85103
H  2.01166  0.29225  3.30771
H  0.55458  -2.61523  1.48791
H  1.14216  -2.36568  3.12138
H  2.38745  -4.39506  1.17395
H  1.19062  -4.80616  2.41028
H  2.78313  -4.18802  2.87844
H  5.18203  -2.84220  1.54159
H  3.97370  1.79542  0.55462
H  3.08144  2.17073  -0.91371
H  6.06061  1.39365  -0.82709
H  5.46274  3.05027  -0.95534
H  5.18123  1.90506  -2.26982
H  1.38623  -0.13063  -2.13965
H  2.24967  -1.59621  -2.61531
H  3.02773  1.27294  -3.38132
H  2.28993  0.08519  -4.45800
H  3.92718  -0.17121  -3.87074
H  5.48686  -0.66811  -2.58455
H  7.49511  -1.08348  -3.96793
H  9.30073  -2.54090  -3.10102
H  9.07896  -3.56348  -0.86332
H  7.08089  -3.15628  0.49909
S  -5.70356  3.18288  -0.82633
C  -7.06271  3.98952  -1.47117
C  -7.52220  3.39164  -2.60348
C  -6.76317  2.25288  -2.95928
C  -5.72873  2.00186  -2.09729
C  -4.74912  0.92256  -2.14196
C  -3.63848  0.93419  -1.27427
N  -2.72729  -0.00887  -1.24334
C  -2.82478  -1.05833  -2.08112
C  -3.90040  -1.17870  -2.97714
C  -3.98680  -2.33715  -3.81401
C  -3.04169  -3.29998  -3.76505
C  -1.90619  -3.17854  -2.90117
C  -0.86188  -4.11038  -2.89217
C  0.24591  -3.90430  -2.09381
C  0.22939  -2.76675  -1.25700
N  -0.74809  -1.88866  -1.23138
C  -1.80093  -2.06180  -2.05542
C  1.40781  -4.78675  -2.13930
C  1.48482  -6.07946  -2.58408
C  2.79946  -6.60004  -2.55602
C  3.70739  -5.69486  -2.09885
S  2.97787  -4.20893  -1.68458
C  -4.86453  -0.16289  -2.99105
H  -7.45189  4.86274  -0.97321
H  -8.37058  3.75057  -3.16677
H  -6.97183  1.65225  -3.83313
H  -3.50836  1.74115  -0.56155
H  -4.83054  -2.42073  -4.48739
H  -3.11543  -4.18077  -4.39064
H  -0.91605  -4.97520  -3.54178
H  1.05949  -2.58123  -0.58320
H  0.62476  -6.65612  -2.89528
H  3.05856  -7.60296  -2.86126
H  4.77417  -5.80951  -1.98935
H  -5.70754  -0.24881  -3.66520
Cl  -4.42183  -2.11626  0.89622
Si  -2.51821  -2.51791  1.59698
Cl  -2.63185  -2.64072  3.61239
Cl  -2.02562  -4.34466  0.81720
C  -0.01494  5.04077  -1.51884
Sb  -0.52130  3.10507  -2.32971
C  0.57842  3.52014  -4.14799
C  -2.40795  3.86034  -3.08930
H  -0.18542  5.79552  -2.28580
H  1.02946  5.07192  -1.21055
H  -0.64395  5.25854  -0.65622
H  0.34896  4.52834  -4.49091
H  0.32500  2.80761  -4.93245
H  1.64682  3.44844  -3.94414
H  -2.22868  4.76278  -3.67256
H  -3.05360  4.10272  -2.24545
H  -2.90887  3.11969  -3.71354

Results of the Mulliken charge analysis, in e, for atoms 1 through 6:
1 In 1.160
2 S -0.355
3 C 0.559
4 C -1.107
5 C 0.550
6 C -0.236

***

Below is C47H50BaN8OPS3 as an isolated structure in a non-equilibrium geometry, with properties calculated with ωB97M-V/def2-TZVPD.

Properties
Total energy: -106008.3318 eV
Spin multiplicity: 1
Energy above the lowest of the compared OMol25 structures with the same formula, charge and spin: 109.28 kJ/mol
Charge: -1
LUMO energy: 2.1 eV

Element x y z (Å)
Ba  0.02365  -0.55204  -0.20432
C  1.88484  -5.13913  1.06920
C  1.35439  -3.71293  1.36041
N  1.58806  -2.74117  0.52501
N  2.54060  -3.13827  -0.47438
C  2.40348  -2.82645  -1.72009
S  1.16364  -2.10443  -2.71383
S  3.92390  -3.13486  -2.63516
C  4.37257  -4.72512  -1.95366
C  3.38262  -5.87769  -2.19081
C  2.31405  -5.69229  -3.04834
C  1.42720  -6.74894  -3.24784
C  1.69469  -7.95649  -2.63675
C  2.71865  -8.12742  -1.72380
C  3.54691  -7.05625  -1.51966
C  0.55174  -3.41265  2.58772
C  0.47428  -4.35021  3.59678
C  -0.21972  -4.21393  4.80088
C  -0.76201  -2.96490  5.09487
C  -0.53496  -1.95986  4.18518
C  0.08060  -2.11230  2.93559
O  0.03094  -1.05805  2.16552
H  1.86039  -5.42351  0.03111
H  1.35439  -5.91312  1.55991
H  2.91503  -5.12645  1.38484
H  4.53055  -4.57807  -0.90434
H  5.32810  -5.01901  -2.42077
H  2.15324  -4.72513  -3.47519
H  0.57296  -6.59777  -3.93289
H  1.07786  -8.78092  -2.82978
H  2.79313  -9.07552  -1.21926
H  4.35993  -7.15416  -0.82270
H  0.85190  -5.35301  3.44781
H  -0.25276  -5.07120  5.44473
H  -1.48489  -2.79051  5.86928
H  -0.89984  -0.96193  4.35473
C  -4.93013  3.18660  0.95910
C  -4.51083  4.30719  0.04361
C  -5.00822  5.56403  0.32281
C  -4.66276  6.69501  -0.45412
C  -3.87759  6.43260  -1.58927
C  -3.33460  5.15888  -1.84569
C  -3.66547  4.05609  -1.02226
P  -2.88511  2.38280  -1.12908
C  -1.36127  2.98336  -1.90365
C  -0.56504  3.49206  -0.86484
C  0.69107  4.03757  -1.10405
C  1.19112  4.04546  -2.38349
C  0.40091  3.55299  -3.43702
C  -0.88545  3.03069  -3.23901
C  -1.70016  2.56776  -4.46910
C  -4.04624  1.37186  -2.05466
C  -5.38155  1.73534  -2.13866
C  -6.33657  0.77857  -2.47690
C  -5.94353  -0.50557  -2.72843
C  -4.63909  -0.91923  -2.66973
C  -3.59776  0.04842  -2.43117
C  -2.19830  -0.19244  -2.45846
H  -5.38978  3.50344  1.87568
H  -4.11258  2.58675  1.31973
H  -5.64289  2.54396  0.43827
H  -5.60971  5.71605  1.23381
H  -4.99814  7.69442  -0.27192
H  -3.69255  7.25808  -2.29556
H  -2.71577  5.06222  -2.74498
H  -0.92887  3.46100  0.17026
H  1.20834  4.35883  -0.20826
H  2.17786  4.40517  -2.59446
H  0.78530  3.54039  -4.46438
H  -1.40641  1.52909  -4.69606
H  -1.46169  3.24532  -5.26379
H  -2.74020  2.46910  -4.25643
H  -5.67678  2.69646  -1.85338
H  -7.38893  1.00667  -2.49182
H  -6.71632  -1.29141  -2.88626
H  -4.44770  -1.96972  -2.93455
H  -1.62847  0.68396  -2.71671
H  -1.87799  -1.11347  -2.95379
C  2.52609  1.60319  0.94055
N  3.66220  2.30429  1.51387
C  4.11594  1.41808  2.57741
N  4.48801  0.09816  2.07132
C  3.40539  -0.55566  1.36689
N  2.81561  0.30024  0.29988
C  3.96818  0.54814  -0.70506
N  5.12841  1.15662  -0.06368
C  4.73069  2.44631  0.52944
C  5.53881  0.25692  1.05037
H  2.08619  2.20735  0.12239
H  1.74509  1.41119  1.74078
H  3.28635  1.34109  3.25618
H  4.96943  1.78254  3.08718
H  2.60471  -0.82781  2.06622
H  3.68872  -1.50815  0.89820
H  3.57649  1.27156  -1.42901
H  4.15626  -0.36521  -1.19457
H  4.37778  3.15169  -0.24017
H  5.62245  2.92270  1.00468
H  6.46183  0.64369  1.50252
H  5.78750  -0.74067  0.71839
S  0.95816  1.29399  5.43226
C  -0.46543  1.84469  4.82207
N  -1.01362  1.26848  3.65631
C  -2.11738  1.76473  3.06252
C  -2.76090  2.80960  3.60800
C  -2.27915  3.28681  4.85136
N  -1.18737  2.87544  5.43279
H  -0.55911  0.44076  3.23088
H  -2.40700  1.27151  2.13869
H  -3.73173  3.16623  3.21946
H  -2.78886  4.09083  5.36055

Results of the Mulliken charge analysis, in e, for atoms 1 through 6:
1 Ba 1.152
2 C -1.309
3 C 0.486
4 N 0.402
5 N -0.011
6 C -0.441